Entry 1:
{"formula": "C5H10O", "method": "wB97M-V/def2-TZVPD", "homo_ev": -9.44, "total_energy_ha": -271.67615, "relative_energy_kcal_mol": 48.0, "smiles": "CC/C=C/CO", "homo_lumo_gap_ev": 10.4, "multiplicity": 1, "elements": ["C", "C", "C", "O", "C", "C", "H", "H", "H", "H", "H", "H", "H", "H", "H", "H"], "xyz": [[-1.28990, 1.43055, 1.58122], [-0.21882, 0.39107, 1.49638], [1.10893, -0.85038, -1.94286], [-0.05045, -1.38762, -2.57914], [0.97788, -0.80395, -0.44535], [0.29448, 0.23011, 0.07441], [-0.95892, 2.31866, 0.95129], [-1.36052, 1.78898, 2.60202], [-2.34913, 1.18675, 1.41935], [-0.51385, -0.70080, 1.78236], [0.64969, 0.61417, 2.07592], [1.79256, -1.65933, -2.27350], [1.33886, 0.19956, -2.23250], [-0.57970, -1.92163, -1.97212], [1.43370, -1.72789, 0.06891], [-0.27480, 0.89175, -0.60639]], "forces_ev_per_angstrom": [[-0.2, 1.8, 0.5], [0.1, -3.2, -1.1], [0.4, -1.2, 0.2], [-1.3, 0.6, -0.5], [0.3, -0.6, 0.3], [-1.1, -1.2, 0.0], [-0.7, -1.0, 0.7], [0.3, 0.3, 0.3], [0.5, -0.4, -0.8], [0.1, 2.0, 0.0], [0.4, 0.4, 0.9], [1.0, 1.4, 0.4], [-0.2, -1.0, -0.7], [0.3, 0.3, 0.1], [-0.9, 1.8, -0.2], [1.0, -0.1, -0.1]]}

Entry 2:
{"formula": "C5H10O", "method": "wB97M-V/def2-TZVPD", "homo_ev": -8.07, "total_energy_ha": -271.67733, "relative_energy_kcal_mol": 47.2, "smiles": "CC/C=C(\\C)O", "homo_lumo_gap_ev": 8.9, "multiplicity": 1, "elements": ["C", "C", "C", "C", "C", "O", "H", "H", "H", "H", "H", "H", "H", "H", "H", "H"], "xyz": [[-0.78363, -0.80237, 1.59087], [-1.28361, 0.09830, 0.47051], [-0.44172, 1.19399, -0.16258], [0.54893, 0.72496, -0.91534], [1.60511, -0.23486, -0.46232], [0.66232, 1.10934, -2.23040], [-1.64850, -1.31923, 2.01570], [-0.08891, -1.57720, 1.24619], [-0.29310, -0.21948, 2.37336], [-1.56854, -0.55891, -0.37199], [-0.98361, 2.05850, -0.54724], [-2.20143, 0.59888, 0.76238], [2.54713, 0.24490, -0.75052], [1.56259, -1.22001, -0.94334], [1.62096, -0.36086, 0.62114], [0.74601, 0.26406, -2.69643]], "forces_ev_per_angstrom": [[0.0, 0.0, 0.2], [-0.4, 0.1, 0.3], [-0.2, -0.5, -0.6], [0.2, 0.1, 0.1], [0.1, -0.1, 0.0], [0.6, 0.2, -0.3], [0.2, 0.0, 0.1], [-0.1, 0.2, 0.0], [0.0, -0.1, 0.1], [-0.1, 0.2, 0.3], [-0.1, -0.3, -0.1], [-0.2, -0.1, 0.4], [0.0, -0.2, 0.0], [0.0, 0.1, 0.0], [-0.1, 0.0, -0.2], [0.2, 0.4, -0.2]]}

Entry 3:
{"formula": "C5H10O", "method": "wB97M-V/def2-TZVPD", "homo_ev": -9.35, "total_energy_ha": -271.72371, "relative_energy_kcal_mol": 18.1, "smiles": "CC(=O)C(C)C", "homo_lumo_gap_ev": 10.3, "multiplicity": 1, "elements": ["C", "C", "C", "C", "O", "C", "H", "H", "H", "H", "H", "H", "H", "H", "H", "H"], "xyz": [[0.67641, -0.38949, -1.49055], [0.30933, -0.48593, 0.02372], [-0.35585, -1.85184, 0.27008], [-0.58530, 0.72113, 0.44581], [-1.54674, 0.76936, -0.28484], [-0.20922, 2.05555, 1.18748], [0.99177, 0.61709, -1.78341], [-0.13073, -0.68643, -2.17776], [1.51972, -1.06653, -1.68532], [1.23220, -0.38165, 0.57985], [-1.31038, -1.94732, -0.26650], [-0.54559, -2.00334, 1.33448], [0.29530, -2.66140, -0.08948], [-0.74153, 2.37594, 2.10248], [0.85708, 2.12470, 1.40768], [-0.45648, 2.81016, 0.42627]], "forces_ev_per_angstrom": [[0.1, 0.1, 0.2], [0.4, 0.3, 0.3], [0.0, 0.2, 0.2], [0.0, 0.3, -2.1], [-1.3, 0.4, 0.6], [0.3, -0.4, -0.3], [0.0, -0.1, 0.1], [0.0, 0.1, 0.6], [-0.2, 0.1, 0.1], [0.4, -0.4, 0.2], [0.3, 0.3, 0.1], [0.0, -0.1, 0.0], [-0.1, 0.3, 0.2], [-0.1, -0.8, -0.4], [0.0, -0.1, 0.0], [0.1, -0.2, 0.3]]}

Entry 4:
{"formula": "C5H10O", "method": "wB97M-V/def2-TZVPD", "homo_ev": -7.85, "total_energy_ha": -271.53793, "relative_energy_kcal_mol": 134.7, "homo_lumo_gap_ev": 8.9, "multiplicity": 1, "elements": ["C", "C", "O", "C", "C", "C", "H", "H", "H", "H", "H", "H", "H", "H", "H", "H"], "xyz": [[0.16569, -1.79127, -1.20375], [0.41380, 0.19956, -1.18909], [-0.80189, -0.64324, -0.34485], [-0.02575, 0.43887, 0.19078], [-0.96353, 1.59670, 0.46593], [0.87142, 0.07508, 1.35393], [0.33635, -1.75904, -2.27936], [-0.60754, -2.54031, -0.99079], [1.08273, -2.02475, -0.67179], [-0.19071, 0.79567, -1.89082], [-1.67019, 1.71682, -0.36025], [-1.52923, 1.43520, 1.39096], [-0.38846, 2.52268, 0.57594], [1.51479, 0.92591, 1.60408], [1.51672, -0.77257, 1.10998], [0.27581, -0.17531, 2.23910]], "forces_ev_per_angstrom": [[0.0, -0.5, 0.0], [0.0, 0.4, 0.0], [0.0, -0.2, 0.0], [0.0, 0.1, 0.1], [0.0, 0.0, 0.0], [0.0, 0.0, 0.0], [0.0, 0.1, 0.2], [0.1, 0.1, 0.0], [-0.2, 0.1, -0.1], [0.1, -0.1, 0.1], [0.1, 0.0, 0.1], [0.1, 0.0, -0.1], [-0.1, -0.1, 0.0], [-0.1, -0.1, -0.1], [-0.1, 0.1, 0.0], [0.1, 0.0, -0.1]]}

Entry 5:
{"formula": "C5H10O", "method": "wB97M-V/def2-TZVPD", "homo_ev": -9.46, "total_energy_ha": -271.60457, "relative_energy_kcal_mol": 92.9, "smiles": "CC(C)[C@H]1CO1", "homo_lumo_gap_ev": 10.5, "multiplicity": 1, "elements": ["C", "C", "C", "C", "C", "O", "H", "H", "H", "H", "H", "H", "H", "H", "H", "H"], "xyz": [[-0.60914, 1.44826, -0.74570], [-0.45394, 0.13596, 0.04972], [-1.45956, -0.91508, -0.41436], [0.97273, -0.36536, -0.10909], [1.91744, -0.08176, 0.98163], [1.47973, -1.41709, 1.14876], [0.08428, 2.22689, -0.40481], [-1.62894, 1.83730, -0.63341], [-0.42939, 1.27981, -1.81379], [-0.64398, 0.36551, 1.11356], [-2.48962, -0.55808, -0.29992], [-1.34990, -1.83415, 0.17072], [-1.29452, -1.16069, -1.46997], [1.37593, -1.52228, -0.16625], [2.97411, 0.06045, 0.76473], [1.55476, 0.50030, 1.82819]], "forces_ev_per_angstrom": [[0.1, 0.0, 0.0], [0.1, -0.2, -0.1], [0.0, -0.1, 0.0], [-0.1, -1.1, 1.0], [0.4, 0.2, 0.3], [-0.2, 0.3, 1.0], [-0.1, -0.2, 0.0], [0.2, -0.1, 0.0], [0.0, 0.0, 0.2], [0.2, -0.1, -0.2], [0.2, 0.0, 0.0], [0.0, 0.1, -0.1], [0.0, 0.0, 0.1], [-0.6, 1.0, -1.9], [0.0, -0.1, 0.1], [0.0, 0.3, -0.3]]}

Entry 6:
{"formula": "C5H10O", "method": "wB97M-V/def2-TZVPD", "homo_ev": -8.24, "total_energy_ha": -271.59733, "relative_energy_kcal_mol": 97.4, "homo_lumo_gap_ev": 8.9, "multiplicity": 1, "elements": ["C", "C", "C", "C", "O", "C", "H", "H", "H", "H", "H", "H", "H", "H", "H", "H"], "xyz": [[-2.01584, 0.77282, -1.01361], [-0.38242, -0.40065, -0.11791], [-0.70206, -0.54261, 1.36876], [0.80676, 0.46132, -0.39188], [0.69215, 1.63006, -0.68610], [2.16735, -0.18519, -0.25222], [-1.63653, 1.18658, -1.94904], [-2.09534, 1.56733, -0.27176], [-1.76085, -0.27909, -0.74845], [-0.23981, -1.41893, -0.53902], [-0.87981, 0.43905, 1.81128], [0.12583, -1.01852, 1.91814], [-1.58905, -1.16378, 1.54132], [2.26030, -0.71164, 0.70327], [2.31895, -0.92614, -1.04475], [2.93037, 0.58938, -0.32802]], "forces_ev_per_angstrom": [[1.5, -0.5, 0.5], [0.1, 0.5, 0.0], [-0.1, 0.2, 0.0], [0.1, 0.5, -0.1], [0.4, -0.2, 0.1], [0.1, 0.0, 0.0], [0.2, -0.5, 0.2], [0.0, -0.6, 0.3], [-1.9, -0.3, -0.4], [-0.3, 0.6, -0.2], [0.0, -0.1, 0.0], [-0.1, 0.1, -0.2], [0.1, 0.2, -0.2], [0.0, 0.1, -0.1], [-0.1, 0.1, 0.1], [0.0, -0.1, 0.0]]}

Entry 7:
{"formula": "C5H10O", "method": "wB97M-V/def2-TZVPD", "homo_ev": [-7.46, -7.48], "total_energy_ha": -271.58509, "relative_energy_kcal_mol": 105.1, "homo_lumo_gap_ev": [8.3, 8.1], "multiplicity": 1, "elements": ["C", "C", "C", "C", "C", "O", "H", "H", "H", "H", "H", "H", "H", "H", "H", "H"], "xyz": [[-0.28771, 0.92387, -0.66448], [-1.79937, 0.45878, -0.79386], [0.74537, 0.04819, 0.09440], [0.38903, -0.47654, 1.46925], [1.60446, -0.85971, -0.63531], [-2.64132, 1.09425, 0.06307], [0.09506, 0.75864, -1.65258], [-0.19534, 1.97257, -0.45703], [-2.02827, -0.53520, -0.83600], [0.11883, -1.50218, 1.68131], [-0.39241, -0.04778, 2.10329], [1.35150, -0.53009, 2.09771], [2.67249, -0.85686, -0.27528], [1.61347, -0.60970, -1.77437], [1.27959, -1.88583, -0.49429], [-2.52539, 2.04761, 0.07416]], "forces_ev_per_angstrom": [[0.0, -2.2, -1.0], [2.8, 3.5, 1.6], [-3.3, 0.2, 1.7], [1.8, 0.2, 2.0], [1.8, 0.1, -2.5], [-1.0, -0.3, 0.1], [0.1, 0.6, -1.0], [-0.2, 0.6, 0.3], [-0.5, -2.6, -0.3], [-0.2, -1.1, -1.4], [0.3, 1.1, -0.5], [-1.0, 0.7, -0.6], [-0.9, 0.2, -0.3], [0.2, -0.6, 1.9], [-0.1, -0.4, -0.2], [0.3, 0.0, -0.1]]}

Entry 8:
{"formula": "C5H10O", "method": "wB97M-V/def2-TZVPD", "homo_ev": -6.09, "total_energy_ha": -271.52408, "relative_energy_kcal_mol": 143.4, "homo_lumo_gap_ev": 6.2, "multiplicity": 1, "elements": ["C", "O", "C", "C", "C", "C", "H", "H", "H", "H", "H", "H", "H", "H", "H", "H"], "xyz": [[2.30810, 0.12146, 0.36419], [1.23019, -0.83036, 0.46121], [0.08624, -0.38180, 0.14125], [-0.51431, 0.94604, -0.12022], [-1.89942, 0.32078, 0.19183], [-1.23511, -1.09266, 0.17499], [2.06858, 1.00683, 0.96326], [2.39506, 0.37004, -0.70099], [3.17998, -0.40697, 0.74011], [0.58840, -0.32854, -2.18420], [-0.14343, 1.88044, 0.31018], [-0.22756, 0.77143, -1.30820], [-2.61210, 0.53291, -0.59665], [-2.39363, 0.53247, 1.14836], [-1.39265, -1.71254, 1.07122], [-1.38932, -1.65620, -0.75588]], "forces_ev_per_angstrom": [[0.3, 0.2, -0.1], [-0.7, 0.2, 0.1], [-0.1, -0.2, -0.5], [0.5, -0.3, -0.6], [-0.2, 0.1, -0.3], [0.1, -0.1, -0.1], [0.1, -0.2, -0.1], [0.0, 0.0, 0.1], [0.0, 0.2, 0.0], [0.0, -0.1, 0.3], [0.0, -0.2, -0.1], [-0.5, 0.4, 1.5], [-0.2, -0.3, -0.1], [0.5, 0.2, -0.2], [0.1, 0.1, -0.4], [0.1, 0.1, 0.4]]}